(1)
This record from the OMol25 dataset describes a 2-piece molecular cluster, C5H11O2 overall. The level of theory is ωB97M-V/def2-TZVPD.

Computed properties:
2S+1: 1
Molecular weight, g/mol: 103.14
E_LUMO, eV: 3.9282
HOMO, Ha: -0.1053
Energy above the lowest of the compared OMol25 structures with the same formula, charge and spin, kcal per mole: 33.1
Frontier orbital gap, eV: 6.79
Total charge: -1

Each line ends with the Mulliken charge.
CARTESIAN COORDINATES (ANGSTROEM)
C  0.013069  0.851936  0.494587  -0.39
O  -0.490407  0.261393  -0.661284  -0.55
C  -0.414457  2.315911  0.567058  -0.46
C  -0.167897  3.062070  -0.757887  -1.09
H  1.114073  0.797132  0.531403  0.26
H  -0.357561  0.327663  1.386671  0.28
H  0.127261  2.844322  1.356988  0.28
H  -1.485736  2.388759  0.776264  0.30
H  -0.506293  4.096585  -0.642843  0.35
H  -0.704054  2.569894  -1.563878  0.26
H  0.895830  3.090263  -1.006362  0.28
C  1.541708  -2.302285  -0.167036  -0.97
C  0.322665  -2.696520  0.293786  0.07
O  -0.840739  -2.163756  0.131518  -0.83
H  2.408280  -2.894042  0.105307  0.23
H  1.682214  -1.438474  -0.805169  0.27
H  0.333042  -3.610629  0.921507  0.31
H  -0.624275  -0.729463  -0.477528  0.39

Atomic forces in eV per Å
-0.05 0.11 0.33
-0.12 0.03 -0.30
0.08 0.22 -0.70
0.04 0.03 0.57
0.00 0.01 -0.05
0.09 -0.02 -0.01
-0.04 -0.15 0.18
0.00 -0.12 0.14
-0.03 -0.01 -0.22
-0.01 0.03 -0.08
0.01 -0.09 -0.03
0.10 -0.16 0.02
-0.30 0.00 0.14
0.33 0.00 -0.18
0.02 0.03 -0.03
-0.06 0.04 0.01
0.06 -0.03 0.00
-0.10 0.07 0.22

(2)
This record from the OMol25 dataset describes C37H74N4O7S as an isolated structure. The level of theory is ωB97M-V/def2-TZVPD.

Computed properties:
2S+1: 3
Molecular weight, g/mol: 719.09
E_LUMO (alpha / beta), eV: 0.4763 / -0.1943
<S²>: 2.008
HOMO (alpha / beta), Ha: -0.3191 / -0.3387
Frontier orbital gap (alpha / beta), eV: 9.16 / 9.02

Each line ends with the Mulliken charge.
CARTESIAN COORDINATES (ANGSTROEM)
C  -1.802423  7.167572  -4.190740  -1.15
C  -1.750521  6.013813  -5.225456  -0.31
C  -3.097108  5.234908  -5.337185  -0.89
C  -2.990902  3.726300  -4.931692  -0.14
C  -3.801749  3.430854  -3.646242  -0.87
C  -3.995667  1.927742  -3.333356  -0.73
C  -2.736862  1.055759  -3.607074  -0.04
C  -2.513912  -0.004418  -2.474082  -1.45
C  -1.189789  0.209354  -1.679156  1.44
C  -1.436291  0.626247  -0.216243  -1.21
C  -0.305367  1.458889  0.439241  -0.18
C  1.131151  1.015721  0.079259  -0.63
C  1.964622  2.045824  -0.695814  2.37
C  1.421431  2.585484  -2.050443  -2.02
N  0.203812  3.389745  -1.926303  0.42
C  0.432220  4.831775  -2.092262  -0.94
O  1.866704  3.259375  0.167569  -0.48
S  3.266938  4.044878  0.127675  1.26
O  3.713184  4.409723  1.421655  -0.71
O  3.297728  5.190583  -0.715921  -0.64
O  4.201682  2.976328  -0.703113  -0.53
C  3.459802  1.739127  -0.558121  -1.13
N  4.042224  0.542248  -1.092380  0.21
C  3.363649  0.016596  -2.288012  -1.23
C  4.293727  -0.451309  -0.090308  0.37
C  3.445956  -1.711417  0.054729  -0.52
O  5.183635  -0.269344  0.661983  -0.55
H  -2.724972  7.164159  -3.600338  0.33
H  -1.763173  8.132235  -4.707297  0.33
H  -0.971572  7.157122  -3.479289  0.22
H  -0.909712  5.333665  -5.053017  0.33
H  -1.567005  6.477185  -6.201456  0.36
H  -3.828800  5.693236  -4.666364  0.41
H  -3.431759  5.249241  -6.378108  0.28
H  -3.323261  3.057157  -5.731292  0.44
H  -1.938580  3.533280  -4.691064  0.00
H  -4.801921  3.860010  -3.804434  0.49
H  -3.351077  3.957284  -2.794928  0.15
H  -4.234816  1.833210  -2.268133  0.36
H  -4.835083  1.487962  -3.884102  0.27
H  -1.830901  1.668446  -3.654826  -0.10
H  -2.804753  0.515733  -4.556086  0.47
H  -2.454177  -0.978922  -2.976086  0.43
H  -3.359545  -0.076823  -1.782494  0.56
H  -0.709729  -0.781408  -1.657032  -0.20
H  -0.527958  0.875214  -2.234568  -0.75
H  -2.326967  1.273928  -0.222706  0.45
H  -1.726437  -0.230870  0.401942  0.36
H  -0.518859  2.509028  0.249149  0.53
H  -0.415423  1.324186  1.523133  -0.38
H  1.100037  0.031760  -0.399404  -0.30
H  1.666100  0.852221  1.025144  0.73
H  2.215406  3.233783  -2.465293  0.48
H  1.311496  1.756582  -2.756990  0.58
H  -0.393931  3.124280  -2.704117  -0.32
H  0.947557  5.091378  -3.029719  0.35
H  -0.560596  5.297115  -2.152647  0.25
H  0.909262  5.251993  -1.209333  0.28
H  3.550363  1.578741  0.533051  0.96
H  3.325546  0.806561  -3.041791  0.37
H  2.371152  -0.416640  -2.108777  0.40
H  3.972253  -0.777718  -2.734656  0.43
H  3.927082  -2.379266  0.764664  0.50
H  3.404255  -2.215998  -0.917702  0.18
H  2.453477  -1.399539  0.386759  -0.04
C  1.171298  -6.595509  0.566850  -1.94
C  0.734278  -5.533666  -0.472192  2.05
C  -0.437678  -6.079574  -1.293797  -1.28
C  -0.020369  -7.158229  -2.291912  -0.51
C  1.123931  -6.669754  -3.177554  -1.23
C  2.311203  -6.112427  -2.385554  1.60
N  1.887077  -5.139202  -1.336916  0.54
O  1.591812  -4.020690  -1.920595  -0.56
C  3.099293  -7.272973  -1.744192  -1.70
C  3.307592  -5.484534  -3.363706  -1.93
C  0.253662  -4.352580  0.375616  -1.86
H  0.586773  -6.509124  1.482923  0.50
H  1.025770  -7.618714  0.222788  0.34
H  2.217435  -6.471019  0.849559  0.35
H  -0.916773  -5.262494  -1.843557  0.36
H  -1.199601  -6.482543  -0.622176  0.36
H  0.268953  -8.075663  -1.771992  0.31
H  -0.875178  -7.425526  -2.917097  0.39
H  1.461653  -7.487447  -3.818374  0.37
H  0.735280  -5.897578  -3.850036  0.39
H  3.887660  -6.892535  -1.091974  0.37
H  3.577188  -7.879418  -2.514272  0.45
H  2.482162  -7.957721  -1.168107  0.31
H  2.851517  -4.713843  -3.984512  0.34
H  3.698382  -6.244149  -4.040828  0.46
H  4.153516  -5.042411  -2.833090  0.43
H  1.067013  -3.953904  0.986156  0.45
H  -0.545589  -4.670784  1.044817  0.53
H  -0.150919  -3.539088  -0.227334  0.11
C  -3.107140  1.213198  7.050962  -1.82
C  -2.340636  0.145883  6.231566  1.87
C  -1.478379  -0.696851  7.177216  -1.24
C  -0.254186  0.052647  7.702098  -0.54
C  0.560993  0.641096  6.552213  -1.25
C  -0.274800  1.485366  5.585042  2.14
N  -1.525765  0.791836  5.160062  0.38
O  -1.208459  -0.113653  4.286882  -0.53
C  -0.615455  2.839614  6.240137  -1.92
C  0.590324  1.863797  4.383025  -2.30
C  -3.442337  -0.730811  5.631652  -1.98
H  -4.047655  0.813167  7.430488  0.48
H  -2.560201  1.555896  7.928423  0.32
H  -3.359191  2.080679  6.439785  0.35
H  -1.138750  -1.601271  6.661478  0.38
H  -2.084403  -1.036676  8.020826  0.37
H  -0.552633  0.842448  8.397011  0.31
H  0.372083  -0.632071  8.278441  0.39
H  1.376527  1.244916  6.956439  0.40
H  1.034466  -0.182472  6.007081  0.36
H  -1.295976  3.414805  5.609594  0.38
H  0.288043  3.435462  6.373415  0.46
H  -1.060326  2.750259  7.228099  0.37
H  1.010897  0.992202  3.880409  0.33
H  1.434697  2.477521  4.697184  0.50
H  0.016149  2.437280  3.652290  0.54
H  -4.083643  -0.149949  4.965670  0.45
H  -4.065607  -1.145307  6.424338  0.47
H  -3.046830  -1.577779  5.071228  0.35

Atomic forces in eV per Å
0.19 0.07 -0.05
-0.67 0.48 -0.17
0.76 -0.98 0.07
-0.04 0.60 0.92
-0.56 -0.33 -0.77
0.81 0.08 -0.05
-0.36 -0.34 1.15
0.71 -0.10 -0.78
-0.69 -1.29 0.29
-0.13 1.04 -0.42
-0.59 -0.65 0.51
-0.15 0.15 0.25
-1.28 0.66 -0.21
0.95 0.01 -0.14
0.10 -0.25 -0.69
-0.92 0.08 0.13
1.92 0.21 0.04
1.34 2.43 -1.16
-0.12 -1.89 1.16
-1.08 -0.11 -1.12
-1.56 0.00 0.39
0.77 -1.23 2.59
-1.70 -0.13 -1.21
0.53 -0.13 -0.55
-0.48 -0.59 -0.34
0.32 0.45 -1.15
1.57 0.63 1.59
0.12 -0.12 -0.10
-0.03 -0.09 0.16
-0.04 -0.06 -0.15
-0.17 0.07 0.14
0.16 -0.16 0.12
-0.10 0.12 -0.42
-0.25 0.32 0.24
0.15 0.09 0.04
-0.12 -0.26 -0.41
0.16 0.06 0.24
0.00 -0.13 -0.11
-0.09 0.03 -0.17
0.02 0.31 0.01
-0.19 0.03 -0.07
-0.09 0.32 -0.01
-0.03 0.07 0.23
0.04 0.19 -0.14
0.27 0.32 -0.06
-0.11 0.08 0.25
0.14 -0.10 0.11
0.27 -0.06 -0.20
0.48 -0.09 -0.18
0.03 0.09 -0.16
0.09 0.30 -0.30
0.00 0.07 -0.18
0.00 -0.30 0.06
-0.21 0.11 0.17
-0.11 -0.14 0.28
0.28 -0.03 0.33
0.14 -0.07 0.02
0.26 -0.02 -0.31
-0.15 -0.06 -0.22
-0.15 -0.08 0.15
0.04 0.29 0.01
-0.03 0.13 0.17
-0.06 0.23 0.09
-0.46 -0.07 0.27
-0.01 -0.36 -0.12
0.16 -0.27 -0.03
-0.23 -0.88 1.90
-0.02 -0.05 -0.57
0.07 0.01 0.03
-0.59 0.18 0.08
1.48 -1.55 -0.15
-1.82 0.59 -1.69
0.61 0.57 0.33
-0.14 -0.20 0.26
-0.17 0.67 -0.02
0.10 0.60 -0.42
-0.08 0.14 -0.10
0.11 0.02 -0.06
-0.01 0.02 -0.06
0.13 0.09 0.04
0.12 0.08 0.15
0.02 0.03 0.03
0.02 0.00 0.02
0.19 0.05 0.06
0.10 0.11 0.09
-0.04 0.03 0.00
-0.04 0.13 -0.10
-0.01 0.06 0.05
-0.03 0.06 0.15
-0.08 -0.14 0.14
-0.04 0.00 0.02
0.01 -0.02 -0.02
0.08 -0.20 -0.04
0.15 -0.03 -0.08
0.10 0.27 0.15
-1.63 0.53 1.15
0.56 -0.07 -0.03
-0.03 0.05 -0.05
-0.15 -0.59 0.18
0.54 2.00 0.52
1.46 -2.13 0.12
-0.44 0.33 -0.63
-0.22 0.04 0.29
-0.08 -0.45 -0.54
0.27 -0.30 -0.61
0.06 -0.16 -0.09
0.06 0.08 -0.09
0.06 -0.02 -0.02
-0.05 0.08 -0.14
-0.16 0.08 -0.10
-0.04 0.00 -0.03
-0.02 0.02 0.00
-0.06 0.14 -0.14
-0.11 0.04 -0.13
-0.01 -0.06 -0.01
0.07 -0.12 -0.11
-0.07 -0.04 -0.04
-0.17 -0.04 0.00
-0.12 0.03 0.19
-0.01 -0.02 0.02
0.03 0.01 0.01
0.09 0.17 0.13
0.09 0.14 -0.07

(3)
This record from the OMol25 dataset describes one molecule with the formula C22H26N4O4S. The level of theory is ωB97M-V/def2-TZVPD.

Computed properties:
2S+1: 1
Molecular weight, g/mol: 442.54
E_LUMO, eV: 0.4099
HOMO, Ha: -0.3089
Energy above the lowest of the compared OMol25 structures with the same formula, charge and spin, kcal per mole: 75.9
Frontier orbital gap, eV: 8.82
SMILES string: COc1ccc(NC(=O)c2c(C)nn(Cc3ccccc3)c2C)cc1S(=O)(=O)N(C)C

Each line ends with the Mulliken charge.
CARTESIAN COORDINATES (ANGSTROEM)
C  3.609931  3.472301  -2.976613  -1.04
O  2.688365  3.154826  -1.957786  -0.30
C  2.864461  2.017784  -1.248601  0.39
C  3.798793  1.024645  -1.546526  -0.89
C  3.847421  -0.142015  -0.808195  -0.95
C  2.989230  -0.359515  0.271141  -0.44
N  3.062187  -1.565706  0.953905  -0.03
C  2.166143  -2.219264  1.777446  -0.19
O  2.558475  -3.190809  2.393699  -0.68
C  0.791012  -1.723415  1.842944  0.95
C  0.037632  -1.575227  3.037904  0.60
C  0.496796  -1.824953  4.426536  -1.38
N  -1.166359  -1.122564  2.757489  -1.33
N  -1.229245  -0.992280  1.431794  1.56
C  -2.426055  -0.507877  0.801204  -0.57
C  -3.159020  -1.601090  0.062469  0.25
C  -3.632095  -1.398168  -1.226351  -0.09
C  -4.308749  -2.406851  -1.890684  -0.65
C  -4.510371  -3.629649  -1.274109  -0.43
C  -4.037131  -3.839647  0.010719  -0.74
C  -3.367255  -2.829842  0.677126  -0.29
C  -0.079780  -1.347167  0.825931  0.31
C  0.055765  -1.331461  -0.651842  -1.81
C  2.116389  0.668675  0.620294  -0.06
C  2.037709  1.812062  -0.143252  0.27
S  0.792783  2.989525  0.388810  1.42
O  0.536200  2.742023  1.775901  -0.74
O  1.106018  4.332518  -0.000034  -0.70
N  -0.589700  2.440220  -0.460444  0.31
C  -0.442175  2.668026  -1.882505  -1.09
C  -1.755934  3.106940  0.093532  -1.37
H  3.556584  2.757193  -3.804491  0.38
H  4.633485  3.514675  -2.593646  0.38
H  3.317343  4.458467  -3.331762  0.25
H  4.485356  1.148373  -2.368468  0.46
H  4.567379  -0.902078  -1.075569  0.42
H  3.941930  -2.063109  0.871647  0.24
H  1.058876  -0.965923  4.793307  0.26
H  -0.361183  -1.978447  5.074641  0.40
H  1.145878  -2.696722  4.448936  0.34
H  -2.164071  0.309360  0.123330  -0.19
H  -3.054735  -0.116823  1.606725  0.40
H  -3.471046  -0.445589  -1.711537  0.40
H  -4.675491  -2.238708  -2.892649  0.39
H  -5.035393  -4.417242  -1.793694  0.38
H  -4.193022  -4.791809  0.495382  0.39
H  -2.999580  -2.988192  1.680282  0.45
H  1.011302  -1.751521  -0.951210  0.38
H  -0.743745  -1.915707  -1.108238  0.52
H  -0.012150  -0.307631  -1.022059  0.18
H  1.488308  0.616771  1.491980  1.02
H  -1.364300  2.382632  -2.388543  0.41
H  0.372226  2.048927  -2.251638  0.25
H  -0.215137  3.717156  -2.098885  0.40
H  -1.753070  2.928690  1.165822  0.45
H  -1.728142  4.186517  -0.090443  0.38
H  -2.659044  2.688693  -0.351124  0.38

Atomic forces in eV per Å
0.10 0.02 -0.18
-0.02 -0.12 0.12
0.09 -0.01 -0.09
-0.09 0.33 -0.09
-0.27 -0.05 0.28
-0.10 0.72 -0.34
0.45 -0.51 0.09
0.24 -0.07 -0.29
-0.06 -0.06 0.19
-0.72 0.05 0.02
0.14 -0.04 -0.49
-0.03 0.02 0.06
-0.36 0.04 0.93
0.71 -0.02 -0.27
-0.41 0.06 -0.10
-0.05 0.01 -0.07
0.03 0.04 0.15
-0.07 -0.04 -0.10
-0.05 -0.03 -0.09
0.00 -0.03 0.05
0.01 0.05 0.00
0.21 -0.20 0.15
-0.04 -0.03 -0.03
0.24 -0.15 0.14
-0.40 0.55 -0.13
-0.27 -0.22 -0.13
-0.08 -0.25 0.11
0.14 -0.12 -0.22
0.91 0.01 0.57
0.16 0.08 -0.40
-0.20 0.23 0.35
0.02 0.03 0.05
-0.04 -0.02 0.00
0.06 -0.07 -0.01
0.03 0.04 -0.09
0.05 -0.10 -0.04
-0.20 0.03 0.12
0.05 0.01 0.09
-0.03 0.00 0.08
0.00 -0.02 0.08
-0.04 -0.03 0.06
0.16 0.04 -0.11
0.04 0.11 -0.06
-0.03 0.01 -0.08
-0.04 -0.07 -0.05
-0.01 -0.08 0.05
0.07 -0.03 0.12
0.04 -0.01 -0.04
0.02 -0.02 -0.07
0.01 0.07 -0.10
-0.02 -0.10 0.09
0.00 -0.05 0.05
-0.01 0.00 -0.19
-0.06 -0.02 -0.11
-0.25 0.05 0.03
-0.11 0.02 -0.02
0.05 -0.04 -0.02